Entry from OMol25: a molecular structure, C39H80HgNO19S8 at a distorted geometry (ωB97M-V/def2-TZVPD).

Geometry (Å):
Hg (1.84987, -1.87514, 2.51711)
O (0.35643, 1.13062, 0.13359)
C (1.02042, 0.19331, 0.83965)
O (1.61682, 0.43944, 1.91593)
O (1.02782, -1.00620, 0.48579)
H (0.60558, 1.95480, 0.60076)
C (-5.23005, -2.53372, -1.02618)
C (-5.08437, -1.25445, -1.80161)
N (-3.96874, -0.40801, -1.40831)
C (-3.55425, 0.59597, -2.37709)
C (-4.51740, 1.78745, -2.52216)
C (-4.11382, 0.15242, -0.07985)
C (-2.88588, 0.89249, 0.44980)
H (-6.21242, -2.98725, -1.17088)
H (-5.20610, -2.36512, 0.05327)
H (-4.50422, -3.30794, -1.28122)
H (-4.87826, -1.60113, -2.81879)
H (-6.07723, -0.78851, -1.81141)
H (-2.52997, 0.89599, -2.15740)
H (-3.50178, 0.05300, -3.32609)
H (-4.12685, 2.40343, -3.33367)
H (-5.52194, 1.48378, -2.81459)
H (-4.56085, 2.32384, -1.57512)
H (-4.21248, -0.67243, 0.62979)
H (-5.02463, 0.75554, 0.01108)
H (-2.80727, 1.96203, 0.24858)
H (-1.92027, 0.50294, 0.11176)
H (-2.86267, 0.75000, 1.53187)
C (-0.05132, 2.61632, -3.30565)
C (-0.28608, 3.83240, -4.16889)
C (0.98843, 4.43220, -4.64117)
S (2.24330, 4.24374, -3.36934)
O (2.09857, 5.33133, -2.43798)
O (3.51407, 3.97718, -4.03020)
C (1.38300, 2.75719, -2.66415)
H (-0.04043, 1.59597, -3.68379)
H (-0.86849, 2.60952, -2.58114)
H (-0.90195, 4.59914, -3.68983)
H (-0.92040, 3.62400, -5.03526)
H (1.02814, 5.46413, -4.98873)
H (1.27895, 3.84161, -5.51429)
H (1.51981, 2.68057, -1.58621)
H (1.94210, 1.88323, -3.00701)
C (5.47858, -0.03183, -0.89095)
C (6.54222, -1.11023, -1.04912)
C (6.17718, -2.31697, -0.18475)
S (4.32378, -2.35631, -0.27309)
O (3.70596, -2.22936, 1.04425)
O (3.84201, -3.40100, -1.19678)
C (4.13312, -0.70852, -1.05573)
H (5.57961, 0.75225, -1.63954)
H (5.55743, 0.37360, 0.12078)
H (7.56171, -0.80227, -0.82238)
H (6.51899, -1.44918, -2.08760)
H (6.40814, -2.16033, 0.86775)
H (6.51382, -3.26300, -0.60049)
H (3.28883, -0.20990, -0.58408)
H (3.91086, -0.93457, -2.09831)
C (-1.51007, 0.67283, 5.71841)
C (-0.70525, 1.93074, 5.40183)
C (0.55267, 1.43700, 4.66070)
S (1.08139, -0.04938, 5.55752)
O (2.00777, 0.25581, 6.61200)
O (1.39670, -1.11331, 4.62777)
C (-0.55143, -0.39907, 6.27780)
H (-1.94022, 0.29437, 4.78747)
H (-2.35508, 0.88885, 6.36980)
H (-0.48932, 2.41927, 6.35445)
H (-1.25815, 2.63588, 4.78379)
H (1.37551, 2.10405, 4.40912)
H (0.14350, 1.13801, 3.69274)
H (-0.46597, -0.27955, 7.35748)
H (-0.79484, -1.43641, 6.05798)
C (2.89509, -6.72678, -0.36534)
C (1.65849, -6.50289, -1.25668)
C (1.06350, -5.12479, -0.88273)
S (1.13117, -5.13646, 0.94927)
O (0.13581, -6.00659, 1.55887)
O (1.29207, -3.75350, 1.39391)
C (2.73497, -5.99652, 0.99242)
H (3.80921, -6.41813, -0.87250)
H (3.12954, -7.76894, -0.14511)
H (0.90562, -7.27266, -1.08911)
H (1.90750, -6.51353, -2.31620)
H (0.02625, -4.96046, -1.17315)
H (1.68521, -4.28218, -1.18987)
H (3.02119, -6.49139, 1.91741)
H (3.37731, -5.10981, 1.00371)
C (4.14865, 4.94492, 0.19371)
C (4.75759, 3.72310, 0.89748)
C (3.80938, 3.08960, 1.93300)
S (2.30531, 4.12814, 1.94903)
O (1.95648, 4.48100, 3.31340)
O (1.33982, 3.47775, 1.08520)
C (3.08367, 5.53797, 1.08489)
H (3.55568, 4.58272, -0.64860)
H (4.86227, 5.67631, -0.17485)
H (5.64798, 4.10395, 1.40564)
H (5.21648, 2.98339, 0.24202)
H (4.16670, 3.39142, 2.92160)
H (3.61858, 2.02353, 2.02782)
H (3.49684, 6.04983, 1.95809)
H (2.32143, 6.14843, 0.60612)
C (-1.41888, 4.12085, -0.11870)
C (-1.65951, 4.23749, 1.41660)
C (-3.10699, 3.87471, 1.76209)
S (-4.12030, 4.35542, 0.27078)
O (-4.78846, 5.63708, 0.48006)
O (-4.83645, 3.22933, -0.31151)
C (-2.63846, 4.72728, -0.78966)
H (-1.32431, 3.03659, -0.23368)
H (-0.44554, 4.51287, -0.40694)
H (-1.34484, 5.20307, 1.81581)
H (-0.95320, 3.54684, 1.87819)
H (-3.50763, 4.25570, 2.69735)
H (-3.28917, 2.79857, 1.71157)
H (-2.43822, 5.79691, -0.69776)
H (-2.88434, 4.54229, -1.83363)
C (-0.89315, -3.56979, -3.52291)
C (-1.55752, -2.65345, -2.44691)
C (-0.51922, -1.64462, -1.97490)
S (0.61109, -1.33111, -3.41597)
O (1.93697, -1.79559, -3.08058)
O (0.36971, -0.04048, -4.00469)
C (-0.17301, -2.61332, -4.44666)
H (-1.51471, -4.33586, -3.98070)
H (-0.07440, -4.12317, -3.05016)
H (-1.94000, -3.21447, -1.58994)
H (-2.47596, -2.18097, -2.79683)
H (0.05904, -1.92185, -1.09448)
H (-0.98544, -0.67601, -1.79221)
H (0.63134, -3.07136, -5.01857)
H (-0.84692, -1.97802, -5.02411)
C (-3.54736, -4.15611, 1.86951)
C (-2.90098, -3.80829, 0.53441)
C (-2.04381, -2.53687, 0.63659)
S (-1.99416, -2.04662, 2.37844)
O (-3.00073, -1.00734, 2.51853)
O (-0.64430, -1.80155, 2.85928)
C (-2.62771, -3.65629, 2.97017)
H (-3.77158, -5.22072, 1.82627)
H (-4.50599, -3.63496, 1.90424)
H (-3.67112, -3.76405, -0.23626)
H (-2.25778, -4.61402, 0.17389)
H (-2.27109, -1.69299, -0.01148)
H (-1.01926, -2.83028, 0.39680)
H (-3.08829, -3.58417, 3.95234)
H (-1.71984, -4.26524, 2.96709)

- charge = +1
- DFT total energy (eV) = -172979.03536
- ΔE to the lowest compared entry with this formula, charge and spin (kcal/mol) = 0.00
- HOMO-LUMO gap (eV) = 6.4